No. 1
ORCA calculation (ωB97M-V/def2-TZVPD) on 2 unconnected molecules or ions with the total composition O2 in a non-equilibrium geometry.

Positions of all 2 atoms, in Å:
O (0.000000, 0.000000, -0.919762)
O (0.000000, 0.000000, 0.919762)

Atomic forces in eV per Å
O 0.00 0.00 9.11
O 0.00 0.00 -9.11

Values from the calculation:
highest occupied orbital energy	-12.89	eV
lowest unoccupied orbital energy	-5.5	eV
orbital gap	7.4	eV
relative energy (zero: lowest compared OMol25 entry of this formula, charge and spin)	126.8	kcal/mol
multiplicity	1
total energy	-150.09447	hartree

No. 2
ORCA calculation (ωB97M-V/def2-TZVPD) on a gas-phase ion, O2P (charge -1) in a non-equilibrium geometry.

Positions of all 3 atoms, in Å:
P (-0.344706, 0.244849, -0.414555)
O (-0.669030, 0.321806, 1.041796)
O (1.013736, -0.566655, -0.627241)

Atomic forces in eV per Å
P 4.00 -2.46 0.20
O -0.82 0.49 0.15
O -3.17 1.97 -0.35

Values from the calculation:
highest occupied orbital energy	-3.82	eV
lowest unoccupied orbital energy	5.2	eV
charge	-1
SMILES string	O=P[O-]
orbital gap	9.0	eV
relative energy (zero: lowest compared OMol25 entry of this formula, charge and spin)	1.2	kcal/mol
multiplicity	1
total energy	-491.93826	hartree

> What is the formula in the second record?

O2P

> Which of these has the lowest lowest unoccupied orbital energy?

O2

> What is the formula in the second record?

O2P